The following is a quantum chemistry calculation of a cluster of 4 separate species, C2H14NO3 in total at a distorted geometry, from the Open Molecules 2025 dataset.

Bonds (Å) are listed after each position.
Positions of all 20 atoms, in Å:
1 C -0.470 1.297 -1.843  N2 1.509, H4 1.116, H5 1.174, H6 1.152
2 N -0.433 0.781 -0.425  C1 1.509, C3 1.577, H7 1.102, H8 0.987
3 C -0.904 1.834 0.649  N2 1.577, H9 1.138, H10 1.060, H11 1.131
4 H 0.254 0.736 -2.481  C1 1.116
5 H -1.481 1.225 -2.435  C1 1.174
6 H 0.047 2.314 -2.002  C1 1.152
7 H 0.559 0.422 -0.104  N2 1.102
8 H -1.029 -0.003 -0.355  N2 0.987
9 H -0.564 2.907 0.488  C3 1.138
10 H -0.433 1.338 1.459  C3 1.060
11 H -2.012 1.949 0.850  C3 1.131
12 H 3.359 -0.864 -1.016  O14 0.907
13 H 3.161 -0.735 0.485  O14 0.969
14 O 2.815 -0.499 -0.388  H12 0.907, H13 0.969
15 H 0.982 -1.861 2.812  O17 0.964
16 H -0.547 -2.261 2.400  O17 1.023
17 O 0.349 -1.882 2.085  H15 0.964, H16 1.023
18 H -0.510 -2.294 -0.278  O20 1.023
19 H -1.825 -2.613 0.001  O20 0.968
20 O -1.319 -1.793 0.098  H18 1.023, H19 0.968

Summary:
Spin multiplicity   2
Net charge   +2
Relative energy (zero: lowest compared OMol25 entry of this formula, charge and spin)   51.5 kcal per mole
DFT total energy   -364.21836 Eh
Frontier orbital gap (spin up / spin down)   12.51 / 3.68 eV
HOMO energy (spin up / spin down)   -0.7373 / -0.7103 Eh